{"formula": "C6H9EuO4", "method": "wB97M-V/def2-TZVPD", "elements": ["O", "C", "C", "H", "H", "H", "O", "C", "O", "Eu", "O", "C", "H", "C", "H", "H", "C", "H", "H", "H"], "coordinates": [[-0.4227, -0.9046, -2.5715], [-1.3795, -0.0269, -3.0622], [-1.2179, 0.6757, -4.1812], [-2.2530, 0.0540, -2.4107], [-1.9978, 1.3803, -4.4721], [-0.2783, 0.6767, -4.7360], [-0.1804, -0.6742, 1.8474], [-0.0060, 0.2294, 0.9171], [-0.9823, 0.9969, 0.7009], [0.4209, 2.2371, -0.8089], [1.2877, 0.5649, -2.1398], [0.8428, -0.5687, -2.3679], [1.5037, -1.3738, -2.7155], [0.8205, -0.8148, 2.8723], [0.9602, -1.8952, 2.9990], [1.7605, -0.3798, 2.5083], [0.3623, -0.1654, 4.1579], [0.3203, 0.9273, 4.0520], [-0.6319, -0.5293, 4.4503], [1.0709, -0.4098, 4.9606]], "atomic_forces_ev_per_a": [[1.85, -0.26, 0.34], [-0.83, 1.68, 0.44], [0.42, 0.41, 0.67], [0.14, -0.44, -0.34], [0.11, -0.42, -0.09], [-0.39, -0.23, -0.13], [-0.44, 1.18, -1.44], [0.46, 1.17, 0.70], [0.25, 1.24, -2.14], [-1.01, -3.60, 2.08], [-1.00, 0.56, 0.80], [-0.68, -0.51, -2.28], [0.12, -0.12, 1.02], [1.33, -0.94, 0.61], [-0.05, 0.31, -0.05], [-0.17, -0.13, 0.05], [-0.27, 0.21, 0.00], [-0.01, -0.24, 0.10], [0.31, 0.08, -0.07], [-0.16, 0.06, -0.26]], "e_above_lowest_kcal_mol": 0.0, "orbital_gap_ev": [3.95, 6.89], "e_homo_ev": [-16.43, -16.57], "lumo_ev": [-12.48, -9.68], "charge": 2, "mol_weight_g_mol": 297.10, "spin_multiplicity": 7}